[1]
Here is a structure of composition C28H28N2SiY from OMol25. Energies are from wB97M-V/def2-TZVPD.

## Properties
- net charge = +1
- energy (eV) = -41382.264
- E_HOMO (eV) = -9.148
- ΔE to the lowest compared entry with this formula, charge and spin (kJ/mol) = 223.7
- Kohn-Sham gap (eV) = 4.807

Structure (XYZ):
```
60
Properties=species:S:1:pos:R:3:mulliken_charge:R:1
C -1.0488 -0.1583 1.0513 -0.84
C -1.5604 -0.6914 -0.1941 -0.47
C -1.0737 -2.0388 -0.3227 -0.85
H -2.2226 -0.1460 -0.8721 0.66
C -0.3435 -2.3601 0.8578 -0.41
C -0.3151 -1.1990 1.7031 -0.36
H 0.1063 -1.1766 2.7152 0.50
H -1.1578 0.8928 1.3560 0.63
H -1.2110 -2.7294 -1.1726 0.49
H 0.0424 -3.3585 1.1051 0.53
Y 0.9400 -0.3575 -0.3628 0.98
C 1.4626 1.0000 -2.2375 -1.78
H 1.9314 0.0143 -2.1452 0.49
H 1.7446 1.7722 -1.5003 0.29
H 1.6869 1.3300 -3.2667 0.52
Si -1.2774 1.5641 -3.2176 0.13
C -0.7232 3.4476 -3.1226 0.42
C -1.7866 4.2720 -2.6848 -0.27
H -2.5968 3.8007 -2.0850 0.24
C -1.8468 5.6554 -2.8836 -0.52
H -2.7712 6.1413 -2.5338 0.34
C -0.7737 6.3100 -3.5289 -0.46
H -0.8831 7.3728 -3.8350 0.35
C 0.4296 5.5990 -3.6947 -0.43
H 1.3423 6.1590 -3.9384 0.36
C 0.4463 4.1796 -3.5234 -0.24
H 1.4210 3.6636 -3.6441 0.25
C -1.3852 0.6013 -4.8091 0.64
C -2.4594 1.2220 -5.4980 -0.90
H -2.5725 2.3038 -5.4909 0.43
C -3.5509 0.4342 -5.9025 -0.32
H -4.4830 0.8656 -6.2842 0.35
C -3.5194 -0.9421 -5.7164 -0.46
H -4.4495 -1.5147 -5.7639 0.38
C -2.3171 -1.5642 -5.3588 -0.27
H -2.2982 -2.6560 -5.3765 0.36
C -1.2197 -0.7956 -4.9171 -0.75
H -0.3391 -1.2585 -4.4884 0.42
H -0.5627 0.4819 -2.1364 0.19
H -2.7449 1.5062 -2.9659 -0.28
C 3.3450 -4.0393 0.6151 -0.77
C 3.9592 -3.7332 1.8334 -0.47
C 3.8714 -2.4258 2.3357 -0.76
C 3.1437 -1.4621 1.6195 0.78
N 2.6189 -1.7446 0.3718 0.01
C 2.6951 -3.0230 -0.0890 0.03
C 2.8309 -0.1365 2.1567 0.63
C 3.1861 0.2937 3.4385 -0.67
C 2.7729 1.5433 3.8818 -0.51
C 1.9993 2.3711 3.0646 -0.87
C 1.6114 1.8943 1.8041 0.12
N 2.0680 0.6932 1.3557 -0.16
H 3.3307 -5.0591 0.1639 0.38
H 4.5143 -4.4701 2.4337 0.43
H 4.3748 -2.1591 3.2783 0.36
H 2.2001 -3.2103 -1.0399 0.46
H 3.8164 -0.3414 4.0468 0.35
H 3.0987 1.8631 4.8774 0.44
H 1.6973 3.3805 3.3739 0.39
H 0.9573 2.4701 1.1070 0.49
```

=====

[2]
Here is a cluster of 3 separate species, C10H10O2 in total from OMol25. Energies are from wB97M-V/def2-TZVPD.

## Properties
- net charge = 0
- energy (eV) = -14619.108
- E_HOMO (eV) = -9.413
- ΔE to the lowest compared entry with this formula, charge and spin (kJ/mol) = 852.7
- Kohn-Sham gap (eV) = 9.301

Structure (XYZ):
```
22
Properties=species:S:1:pos:R:3:mulliken_charge:R:1
C 0.8787 2.8502 -0.9171 -0.76
C 1.5529 1.7945 0.1307 -0.57
C 1.1398 0.1975 -0.4358 0.07
C 1.6095 -1.6438 0.6719 0.32
C 0.0462 -1.4527 0.8756 0.05
C -0.9415 -2.2276 1.3490 -0.46
C -2.2741 -2.0242 0.8729 -0.17
C -2.6527 -0.8650 0.0127 -0.49
C -1.5707 0.0889 -0.3201 -0.23
C -0.2557 -0.2699 0.0878 0.52
H 1.5922 3.9971 -1.4945 0.28
H 0.4605 2.1879 -2.1313 0.18
H -0.1900 3.1471 -0.3553 0.20
H 1.3137 1.9096 1.1539 0.47
H 2.8701 1.7983 0.1283 0.26
H 1.2834 0.2920 -1.6020 0.18
H -0.7026 -3.2324 1.8816 0.30
H -3.0117 -2.8764 1.2527 0.24
H -3.6840 -0.9799 -0.7990 0.21
H -1.9382 0.8383 -1.1479 0.24
O 2.1347 -0.6824 0.1274 -0.17
O 2.3394 -2.8471 0.6587 -0.66
```

=====

[3]
Here is a structure of composition C32H27AsCrF12NO3PS from OMol25. Energies are from wB97M-V/def2-TZVPD.

## Properties
- net charge = 0
- spin multiplicity = 5
- energy (eV) = -183254.262
- E_HOMO (spin up / spin down) (eV) = -7.633 / -8.172
- ΔE to the lowest compared entry with this formula, charge and spin (kJ/mol) = 8.9
- Kohn-Sham gap (spin up / spin down) (eV) = 7.731 / 8.261

Structure (XYZ):
```
79
Properties=species:S:1:pos:R:3:mulliken_charge:R:1
Cr -0.7482 0.0600 -0.6472 0.09
F -2.5708 6.0665 -0.5902 -0.31
C -2.5581 4.7851 -1.0068 0.58
F -2.4440 4.8151 -2.3406 -0.22
F -3.7690 4.2762 -0.7188 -0.22
C -1.4540 4.0053 -0.3482 -0.08
C -0.6616 4.5999 0.6111 -0.18
C 0.3413 3.8769 1.2519 -1.01
C 0.4907 2.5518 0.9049 -0.16
N -0.2676 1.9786 -0.0267 -0.05
C -1.2320 2.6559 -0.6872 0.59
S -2.0587 1.7130 -1.8855 -0.58
H -0.8275 5.6388 0.8616 0.52
H 0.9729 4.3261 2.0027 0.43
H 1.2260 1.9102 1.3760 0.47
C -0.0662 -3.7770 -0.1020 -1.41
C -0.2858 -2.3196 -0.3898 1.93
O -1.1211 -1.9427 -1.2633 -0.79
O 0.3845 -1.4529 0.2439 -0.61
H -0.7053 -4.4013 -0.7207 0.39
H -0.2560 -3.9688 0.9545 0.35
H 0.9800 -4.0195 -0.2996 0.14
C -3.7035 -2.9454 0.8909 -1.11
As -3.7693 -1.0830 0.4194 0.95
C -5.2231 -0.2974 1.3919 -1.12
C -4.2615 -1.0193 -1.4325 -1.10
O -2.3539 -0.3209 0.8278 -0.55
H -4.7033 -3.3164 1.1134 0.43
H -3.0710 -3.0419 1.7721 0.31
H -3.2710 -3.5067 0.0651 0.29
H -6.1730 -0.7314 1.0830 0.40
H -5.2186 0.7722 1.1895 0.32
H -5.0663 -0.4622 2.4564 0.37
H -5.0950 -1.7058 -1.5846 0.44
H -3.4088 -1.3297 -2.0317 0.28
H -4.5526 -0.0043 -1.6935 0.33
F 8.8669 2.6104 -2.0669 -0.27
C 8.8425 1.5230 -1.2809 0.91
F 9.5813 1.8003 -0.1924 -0.27
F 9.4878 0.5445 -1.9453 -0.26
C 7.4433 1.1121 -0.9184 0.22
C 7.2412 0.2982 0.1894 -1.16
C 5.9625 -0.1240 0.5080 0.07
C 4.8723 0.2615 -0.2713 0.29
C 5.0918 1.0911 -1.3674 -0.47
C 6.3715 1.5105 -1.7001 -0.89
P 3.1370 -0.2928 -0.0123 0.45
C 3.1462 -0.7212 1.7659 0.06
C 3.5342 0.2650 2.6716 -0.51
C 3.4446 0.0561 4.0386 -0.82
C 2.9553 -1.1486 4.5144 0.36
C 2.5559 -2.1394 3.6270 -1.25
C 2.6469 -1.9244 2.2634 0.01
C 2.8147 -1.4058 5.9863 0.77
F 3.3650 -0.4370 6.7331 -0.29
F 1.5216 -1.4998 6.3524 -0.26
F 3.3964 -2.5652 6.3468 -0.26
C 3.2472 -1.9167 -0.8628 0.77
C 4.0830 -2.9485 -0.4389 0.01
C 4.1562 -4.1366 -1.1456 -1.12
C 3.3964 -4.2968 -2.2978 0.24
C 2.5717 -3.2753 -2.7422 -0.92
C 2.5011 -2.0915 -2.0234 -0.62
C 3.4331 -5.6051 -3.0349 0.83
F 3.1856 -5.4562 -4.3455 -0.27
F 4.6218 -6.2181 -2.9177 -0.27
F 2.5068 -6.4633 -2.5589 -0.27
H 8.0810 -0.0020 0.8020 0.42
H 5.8144 -0.7525 1.3771 0.38
H 4.2507 1.4165 -1.9684 0.42
H 6.5292 2.1539 -2.5545 0.43
H 3.9218 1.2109 2.3093 0.59
H 3.7543 0.8285 4.7289 0.48
H 2.1683 -3.0781 4.0016 0.43
H 2.3086 -2.6900 1.5814 0.31
H 4.6868 -2.8270 0.4518 0.38
H 4.8080 -4.9315 -0.8096 0.44
H 1.9854 -3.4001 -3.6426 0.45
H 1.8453 -1.2995 -2.3667 0.38
```

=====

[4]
Here is a structure of composition C21H30ClN3O4PSTeTi from OMol25. Energies are from wB97M-V/def2-TZVPD.

## Properties
- net charge = 0
- spin multiplicity = 2
- energy (eV) = -97982.514
- E_HOMO (spin up / spin down) (eV) = -6.396 / -7.770
- ΔE to the lowest compared entry with this formula, charge and spin (kJ/mol) = 163.7
- Kohn-Sham gap (spin up / spin down) (eV) = 6.394 / 6.884

Structure (XYZ):
```
63
Properties=species:S:1:pos:R:3:mulliken_charge:R:1
Ti -1.3181 -0.7146 -0.1590 0.19
C 1.9747 -1.6641 -2.7190 -1.91
C 0.8489 -1.7710 -1.7415 0.85
N -0.2194 -0.9918 -1.7487 0.86
N -0.4371 -0.0108 -2.6568 -1.28
C -1.6315 0.4966 -2.4276 0.66
O -2.4144 -0.0633 -1.5393 -0.49
C -2.0124 1.7433 -3.1024 0.43
C -1.1671 2.3186 -4.0533 -0.17
C -1.4705 3.5564 -4.5881 -0.76
C -2.6077 4.2352 -4.1668 -0.35
C -3.4591 3.6599 -3.2355 -0.69
C -3.1649 2.4162 -2.7040 -0.34
C 0.7324 -2.7791 -0.7497 0.42
C 1.5433 -3.9251 -0.7071 -0.86
C 1.1663 -4.9941 0.0600 -0.46
C 0.0041 -4.8807 0.8361 -0.91
C -0.6871 -3.6954 0.8358 -0.30
N -0.3658 -2.6341 0.0744 0.62
H 1.9294 -0.7027 -3.2245 0.33
H 1.9102 -2.4552 -3.4700 0.42
H 2.9337 -1.7570 -2.2080 0.40
H -0.2774 1.7801 -4.3482 0.43
H -0.8145 4.0047 -5.3230 0.39
H -2.8284 5.2155 -4.5698 0.40
H -4.3419 4.1951 -2.9113 0.39
H -3.8019 1.9549 -1.9612 0.39
H 2.4283 -3.9691 -1.3269 0.40
H 1.7423 -5.9095 0.0601 0.42
H -0.3371 -5.7039 1.4473 0.46
H -1.5413 -3.5866 1.4870 0.38
Cl -2.2487 -1.3318 2.2680 -0.13
C -3.0391 -1.5347 0.6626 -0.91
H -3.8755 -0.8402 0.6447 0.44
H -3.3955 -2.5588 0.5873 0.45
C -0.2419 3.1373 4.1312 -1.33
C 0.6944 2.5382 3.1002 -0.35
O 0.0110 1.5723 2.2922 -0.03
P -0.5246 1.8758 0.7973 -0.09
O -1.7113 0.9255 0.7156 -0.18
Te -0.7802 4.0903 0.2075 -0.20
O 0.5869 0.9817 -0.0705 0.51
C 1.5184 1.6346 -0.9540 -0.04
C 2.9268 1.5554 -0.4006 -1.49
H 0.3157 3.8080 4.7858 0.41
H -0.7009 2.3478 4.7271 0.29
H -1.0309 3.7043 3.6371 0.29
H 1.5134 2.0028 3.5847 0.32
H 1.1059 3.3325 2.4717 0.37
H 1.2169 2.6747 -1.0816 0.37
H 1.4445 1.1431 -1.9218 -0.02
H 2.9917 2.0667 0.5618 0.27
H 3.6071 2.0427 -1.0995 0.42
H 3.2377 0.5171 -0.2705 0.27
C 1.1246 -3.3532 3.9169 -0.87
S 2.1368 -2.6380 2.6000 -0.01
C 2.0117 -0.8917 3.0547 -0.71
H 1.5232 -3.0707 4.8901 0.38
H 1.1856 -4.4329 3.7987 0.33
H 0.0897 -3.0263 3.8164 0.15
H 0.9676 -0.5904 3.0965 0.06
H 2.5244 -0.3295 2.2764 0.16
H 2.4982 -0.7208 4.0148 0.54
```

=====

[5]
Here is a structure of composition C46H43Cl3F10MoN5O4Te from OMol25. Energies are from wB97M-V/def2-TZVPD.

## Properties
- net charge = 0
- spin multiplicity = 4
- energy (eV) = -137923.978
- E_HOMO (spin up / spin down) (eV) = -7.149 / -7.151
- Kohn-Sham gap (spin up / spin down) (eV) = 7.110 / 6.724

Structure (XYZ):
```
113
Properties=species:S:1:pos:R:3:mulliken_charge:R:1
Mo -2.3143 -0.2710 -3.1065 -0.08
C -2.2319 -2.9380 -4.6918 -1.31
N -2.7265 -1.5491 -4.8342 0.70
C -2.1236 -0.8933 -6.0459 -1.15
C -0.9119 0.1728 -5.7269 -0.63
N -0.9694 0.6001 -4.3123 -0.35
C -0.5225 1.8778 -3.8470 0.95
C -1.0329 3.0637 -4.3908 0.13
F -2.1748 2.8555 -5.1792 -0.45
C -0.4616 4.2860 -4.3180 0.00
F -0.8547 5.3103 -5.1850 -0.32
C 0.6708 4.4022 -3.5549 0.08
F 1.3425 5.5984 -3.5028 -0.33
C 1.0590 3.3194 -2.8160 -0.08
F 1.9757 3.4620 -1.7746 0.14
C 0.5717 2.0599 -3.0183 0.68
F 1.1258 1.0347 -2.3350 -0.50
C -4.2908 -1.5242 -4.9609 -1.44
C -4.8129 -0.1858 -4.3949 -0.54
N -4.1929 0.2490 -3.1670 0.85
C -4.9545 1.0628 -2.3423 -0.65
C -4.7448 2.4189 -2.3476 0.61
F -3.8346 2.9371 -3.1951 -0.25
C -5.3828 3.3086 -1.4479 0.18
F -4.9937 4.5715 -1.4233 -0.39
C -6.3620 2.8037 -0.6266 0.52
F -7.0138 3.6602 0.2059 -0.34
C -6.6449 1.4166 -0.6233 0.54
F -7.7533 0.9614 -0.0078 -0.34
C -5.9912 0.5487 -1.4655 0.17
F -6.3696 -0.7313 -1.4311 -0.48
H -2.9937 -3.4939 -5.1853 0.48
H -2.0736 -3.2835 -3.7070 0.28
H -1.4055 -3.2208 -5.3104 0.39
H -2.8455 -0.2512 -6.5484 0.42
H -1.7425 -1.5697 -6.7700 0.47
H -1.0514 0.9995 -6.4158 0.38
H 0.0856 -0.2530 -5.9228 0.38
H -4.7801 -2.3142 -4.4127 0.58
H -4.4940 -1.6195 -6.0240 0.42
H -5.8600 -0.4305 -4.1699 0.44
H -4.8436 0.6894 -5.0988 0.36
C 6.3794 -2.7563 7.0582 -1.62
C 5.3439 -2.3272 6.0456 0.60
C 5.7595 -1.7579 4.8577 -1.00
C 4.8478 -1.4137 3.7746 1.11
C 5.3886 -0.9689 2.4868 -1.22
C 3.4322 -1.5626 4.0645 -0.29
Te 1.9787 -0.9077 2.6215 0.43
N -1.7620 -1.1179 -1.7343 -0.67
C -1.3235 -1.4149 -0.4606 -0.08
O -0.1513 -1.1364 -0.1481 -0.49
C -2.4091 -2.0080 0.4011 0.33
C -3.7184 -1.7929 0.1154 0.69
C -4.7042 -2.5402 0.8291 -0.43
C -4.4019 -3.4924 1.8010 -0.99
C -3.0255 -3.5353 2.1520 -0.18
C -2.0633 -2.8077 1.4828 -0.45
C 2.8896 0.9155 1.9823 -0.22
C 2.8220 2.0892 2.7011 1.13
C 2.2970 2.0442 4.1277 -1.50
C 3.1816 3.3142 2.1392 -1.06
C 3.7803 3.4144 0.8931 0.22
C 4.3237 4.6456 0.2649 -1.47
C 3.8339 2.2112 0.1995 -0.26
C 3.2954 1.0169 0.6061 0.85
C 3.0475 -0.0637 -0.4521 -1.50
C 3.0228 -2.1961 5.3054 1.40
C 1.5876 -2.3193 5.5956 -1.75
C 3.9540 -2.5370 6.2062 -0.49
H 6.0041 -3.6715 7.5893 0.32
H 6.5321 -1.9639 7.8123 0.31
H 7.3786 -2.8365 6.7055 0.38
H 6.8482 -1.7510 4.6352 0.21
H 6.4121 -1.3942 2.5243 0.57
H 5.4678 0.1146 2.4109 0.16
H 4.8063 -1.4208 1.6385 0.11
H -4.0442 -1.0121 -0.5243 -0.11
H -5.7264 -2.3249 0.5437 0.39
H -5.1400 -3.9929 2.3506 0.44
H -2.7471 -4.0534 3.0707 0.38
H -1.0041 -2.8571 1.7906 0.44
H 2.8995 1.3345 4.6446 0.35
H 1.1941 1.8434 4.2823 0.17
H 2.4616 3.0442 4.5267 0.43
H 2.9397 4.1956 2.6287 0.50
H 3.7930 5.6201 0.5109 0.32
H 4.1298 4.5827 -0.8114 0.33
H 5.3686 4.7863 0.3670 0.34
H 4.3473 2.1141 -0.8068 0.16
H 3.8815 0.0418 -1.1885 0.45
H 2.1790 0.2391 -1.0638 0.29
H 2.9512 -1.1276 -0.1366 0.43
H 0.8817 -2.7414 4.8785 0.10
H 1.1467 -1.3678 5.9021 0.29
H 1.4885 -2.9669 6.4762 0.41
H 3.4895 -3.0813 7.0407 0.23
Cl 5.0719 -5.0218 -0.3111 -0.14
C 5.0951 -4.5375 -2.0332 0.34
Cl 3.9911 -5.2005 -3.1347 -0.11
Cl 5.8861 -3.0842 -2.2141 -0.10
C 0.4083 -5.6302 4.3614 0.87
O -0.4580 -4.8654 3.9864 -0.47
O 1.3819 -6.2575 4.6201 -0.42
C -1.9346 3.5237 0.0601 -0.92
C -2.5414 2.3259 0.8688 0.73
N -1.7331 2.0602 1.8821 -0.23
O -3.5786 1.7726 0.6444 -0.55
H -2.6957 4.2043 -0.3875 0.21
H -1.3959 3.0430 -0.7874 0.03
H -1.1890 4.1139 0.5986 0.52
H -2.1422 1.6429 2.6990 0.22
H -0.7868 2.4210 1.8648 0.01
```

=====

[6]
Here is a cluster of 4 separate species, C2H11NO3 in total from OMol25. Energies are from wB97M-V/def2-TZVPD.

## Properties
- net charge = 0
- energy (eV) = -9882.816
- SMILES = C=NC.O.O.O
- E_HOMO (eV) = -9.553
- ΔE to the lowest compared entry with this formula, charge and spin (kJ/mol) = 230.0
- Kohn-Sham gap (eV) = 9.905

Structure (XYZ):
```
17
Properties=species:S:1:pos:R:3:mulliken_charge:R:1
C 2.2806 -1.9975 -2.0540 -0.22
N 2.9850 -1.4694 -3.0306 -0.43
C 4.0154 -0.4686 -2.6836 -0.71
H 1.3182 -2.5736 -2.1246 0.25
H 2.6498 -1.8359 -1.0957 0.25
H 3.5492 0.4454 -2.3474 0.28
H 4.7399 -0.9201 -1.9855 0.34
H 4.4439 -0.2085 -3.6477 0.24
O -2.4632 -1.1489 2.5669 -0.60
H -2.9635 -1.7939 2.9509 0.28
H -2.8262 -0.3082 2.8333 0.32
O -1.1997 1.5554 1.6687 -0.59
H -0.5228 1.4173 2.2704 0.29
H -0.6932 1.6492 0.8995 0.28
O -4.0024 2.5400 1.8441 -0.66
H -3.8859 3.5037 1.3225 0.33
H -3.1583 2.1346 1.9269 0.35
```